1.
Molecular formula: C49H138N16O19P8
Method: DFT, ωB97M-V/def2-TZVPD

Values from the calculation:
HOMO (spin up / spin down) in hartree: -0.3429 / -0.3429
Frontier orbital gap (spin up / spin down) in eV: 7.191 / 2.776
Charge: +1
Spin multiplicity: 2

Each line ends with the Mulliken spin population.
Atoms and positions in Å:
O  -0.356  1.847  3.185  -0.0008
P  -0.901  3.197  3.060  0.0006
N  0.120  4.238  2.282  0.0003
C  0.401  3.954  0.904  0.0000
C  1.343  4.667  2.945  0.0005
N  -1.135  3.979  4.581  -0.0006
C  -1.123  3.317  5.843  0.0010
C  -1.524  5.410  4.589  0.0001
N  -2.519  3.284  2.449  0.0001
C  -3.284  2.132  2.759  0.0000
C  -3.020  4.338  1.554  0.0000
H  0.705  4.783  0.263  0.0000
H  -0.594  3.745  0.513  -0.0001
H  1.001  3.060  0.737  0.0001
H  1.092  4.710  4.005  -0.0002
H  1.793  5.619  2.662  0.0000
H  2.101  3.930  2.677  0.0003
H  -2.084  2.894  6.132  0.0000
H  -0.496  2.429  5.767  0.0026
H  -0.688  3.912  6.646  0.0002
H  -1.559  5.939  3.637  0.0000
H  -2.551  5.538  4.931  0.0000
H  -0.889  5.979  5.269  0.0000
H  -3.497  1.596  1.834  0.0000
H  -2.775  1.444  3.434  0.0000
H  -4.199  2.402  3.286  0.0000
H  -2.878  4.111  0.497  0.0000
H  -2.449  5.267  1.558  0.0000
H  -4.058  4.526  1.829  0.0000
O  6.152  0.903  4.924  0.0065
P  5.131  1.988  4.983  -0.0272
N  5.729  3.420  5.664  0.1692
C  6.933  3.260  6.537  -0.0068
C  4.986  4.789  5.749  -0.0130
N  3.831  1.560  6.119  0.6922
C  3.979  0.340  6.903  -0.0307
C  2.573  2.267  6.198  0.0070
N  4.237  2.362  3.509  -0.0021
C  3.241  1.460  2.855  0.0197
C  5.009  3.084  2.485  0.0001
H  7.232  2.213  6.572  0.0024
H  6.710  3.754  7.484  0.0012
H  7.774  3.792  6.093  0.0090
H  4.556  5.072  4.789  0.0014
H  5.735  5.569  5.890  0.0026
H  4.269  4.724  6.567  0.0051
H  3.064  -0.118  7.280  0.0309
H  4.538  -0.369  6.292  0.0079
H  4.540  0.590  7.803  0.0704
H  1.821  1.626  5.737  0.0244
H  2.262  2.483  7.220  0.0306
H  2.583  3.240  5.706  0.0064
H  2.949  0.860  3.716  -0.0106
H  2.458  1.979  2.302  -0.0025
H  3.637  0.717  2.163  -0.0005
H  5.286  2.291  1.790  -0.0005
H  5.796  3.775  2.788  -0.0012
H  4.301  3.640  1.871  0.0018
O  -6.802  4.862  -6.256  0.0000
P  -7.241  3.450  -6.352  0.0000
N  -7.044  2.705  -7.927  0.0000
C  -5.707  2.349  -8.395  0.0001
C  -8.147  2.019  -8.638  0.0000
N  -8.860  3.089  -5.975  0.0000
C  -9.379  1.889  -5.346  0.0000
C  -9.841  4.065  -6.571  0.0000
N  -6.401  2.518  -5.195  0.0000
C  -6.214  1.102  -5.344  0.0000
C  -5.769  3.031  -3.989  0.0000
H  -5.774  1.421  -8.963  0.0000
H  -4.966  2.207  -7.609  -0.0001
H  -5.396  3.202  -8.998  0.0000
H  -9.093  2.541  -8.489  0.0000
H  -8.366  1.073  -8.144  0.0000
H  -7.803  1.893  -9.665  0.0000
H  -10.392  1.702  -5.703  0.0000
H  -8.846  0.970  -5.588  0.0000
H  -9.478  2.036  -4.270  0.0000
H  -10.798  3.911  -6.072  0.0000
H  -9.439  5.026  -6.251  0.0000
H  -9.900  4.143  -7.657  0.0000
H  -6.458  0.498  -4.469  0.0000
H  -6.694  0.641  -6.208  0.0000
H  -5.143  1.003  -5.520  0.0000
H  -4.895  3.599  -4.308  0.0000
H  -5.462  2.256  -3.287  0.0000
H  -6.374  3.641  -3.317  0.0000
O  -6.723  -4.757  -3.296  0.0000
P  -7.891  -4.500  -2.465  0.0000
N  -7.629  -3.911  -0.933  0.0000
C  -8.658  -3.252  -0.120  0.0000
C  -6.228  -3.811  -0.489  0.0000
N  -8.933  -5.919  -2.198  0.0000
C  -8.406  -7.250  -2.507  0.0000
C  -10.316  -5.764  -1.736  0.0000
N  -8.893  -3.387  -3.286  0.0000
C  -9.715  -3.866  -4.469  0.0000
C  -8.490  -2.016  -3.438  0.0000
H  -9.539  -3.318  -0.758  0.0000
H  -8.553  -2.167  -0.120  0.0000
H  -8.738  -3.469  0.945  0.0000
H  -5.674  -2.885  -0.647  0.0000
H  -5.553  -4.628  -0.744  0.0000
H  -6.141  -3.690  0.591  0.0000
H  -8.147  -7.831  -1.622  0.0000
H  -9.188  -7.754  -3.075  0.0000
H  -7.608  -7.022  -3.214  0.0000
H  -10.465  -6.263  -0.778  0.0000
H  -10.598  -4.714  -1.662  0.0000
H  -10.919  -6.343  -2.436  0.0000
H  -10.162  -4.801  -4.132  0.0000
H  -10.414  -3.065  -4.710  0.0000
H  -9.141  -3.917  -5.394  0.0000
H  -9.100  -1.223  -3.006  0.0000
H  -8.248  -1.593  -4.413  0.0000
H  -7.558  -1.873  -2.892  0.0000
O  3.912  -5.900  0.018  0.0000
P  5.150  -5.088  -0.031  0.0000
N  5.299  -4.147  -1.491  0.0000
C  4.143  -4.082  -2.363  -0.0001
C  6.519  -3.493  -1.977  -0.0001
N  6.572  -6.114  0.061  0.0000
C  6.698  -7.102  1.144  0.0000
C  7.266  -6.632  -1.104  0.0000
N  5.307  -3.890  1.122  0.0000
C  6.416  -2.860  1.314  0.0000
C  4.248  -3.693  2.095  0.0001
H  4.385  -4.429  -3.368  0.0000
H  3.817  -3.044  -2.428  0.0001
H  3.373  -4.742  -1.964  0.0000
H  6.320  -2.424  -1.892  0.0000
H  6.746  -3.688  -3.025  0.0000
H  7.329  -3.671  -1.271  0.0000
H  7.579  -6.788  1.703  0.0000
H  5.758  -7.079  1.695  0.0000
H  6.758  -8.124  0.771  0.0000
H  6.839  -6.239  -2.026  0.0000
H  8.340  -6.454  -1.051  0.0000
H  7.107  -7.710  -1.146  0.0000
H  6.176  -1.803  1.206  0.0000
H  6.675  -3.035  2.358  0.0000
H  7.307  -3.152  0.758  0.0000
H  4.402  -4.435  2.879  0.0000
H  3.266  -3.680  1.623  0.0000
H  4.318  -2.726  2.593  0.0002
C  -1.934  -0.448  -8.057  0.0000
N  -1.430  0.904  -7.841  0.0000
O  -2.077  1.768  -7.281  0.0000
O  -0.272  1.044  -8.325  0.0000
H  -2.199  -0.764  -7.048  0.0000
H  -1.258  -1.193  -8.477  0.0000
H  -2.794  -0.474  -8.727  0.0000
C  -0.074  2.672  -4.102  0.0000
C  -0.509  2.374  -2.650  0.0001
O  -1.387  1.275  -2.759  0.0000
P  -1.499  0.306  -1.489  0.0000
O  -1.997  0.955  -0.187  0.0000
O  -0.109  -0.548  -1.482  0.0000
C  0.077  -1.455  -0.399  0.0000
C  1.059  -0.826  0.547  0.0000
O  -2.689  -0.757  -2.021  0.0000
C  -3.909  -0.290  -2.593  0.0000
C  -4.443  -1.263  -3.592  0.0000
H  0.480  1.747  -4.259  0.0000
H  -0.867  2.630  -4.848  0.0000
H  0.714  3.387  -4.338  0.0000
H  0.371  2.191  -2.034  -0.0001
H  -1.119  3.227  -2.351  0.0000
H  -0.772  -1.751  0.216  0.0000
H  0.557  -2.346  -0.805  0.0000
H  1.484  -1.546  1.247  0.0001
H  1.929  -0.454  0.005  0.0000
H  0.634  0.012  1.098  0.0001
H  -4.688  -0.133  -1.846  0.0000
H  -3.703  0.606  -3.178  0.0000
H  -5.441  -1.116  -4.006  0.0000
H  -3.860  -1.290  -4.512  0.0000
H  -4.393  -2.246  -3.123  0.0000
C  4.433  5.043  -5.040  0.0000
C  5.404  3.826  -4.687  0.0000
O  4.859  3.167  -3.551  0.0000
P  5.580  3.247  -2.133  0.0001
O  6.838  2.547  -2.008  0.0000
O  5.757  4.889  -1.763  0.0001
C  7.094  5.460  -1.503  0.0000
C  7.282  6.694  -2.237  0.0000
O  4.435  2.790  -1.191  0.0003
C  4.268  1.416  -0.825  0.0000
C  4.129  0.465  -2.002  0.0001
H  4.939  5.977  -4.795  0.0000
H  4.390  5.071  -6.129  0.0000
H  3.453  4.968  -4.569  0.0000
H  5.593  3.208  -5.565  0.0000
H  6.361  4.264  -4.403  0.0000
H  7.186  5.475  -0.417  0.0000
H  7.772  4.744  -1.967  0.0000
H  7.368  6.626  -3.321  0.0000
H  6.517  7.465  -2.138  0.0000
H  8.284  7.023  -1.962  0.0000
H  5.162  1.068  -0.308  0.0001
H  3.388  1.414  -0.182  0.0000
H  4.816  0.634  -2.831  0.0000
H  4.079  -0.601  -1.780  -0.0001
H  3.269  0.875  -2.531  0.0000
C  3.916  -2.814  10.529  0.0000
C  3.182  -3.338  9.352  -0.0001
O  3.829  -3.176  8.125  -0.0007
P  3.669  -4.346  6.967  0.0005
O  3.057  -5.645  7.280  0.0000
O  3.157  -3.537  5.684  0.0010
C  1.834  -3.027  5.632  -0.0002
C  1.920  -1.811  4.640  -0.0161
O  5.283  -4.540  6.457  0.0001
C  6.353  -4.875  7.372  0.0000
C  6.524  -6.394  7.128  0.0000
H  4.967  -3.020  10.329  0.0000
H  3.885  -1.744  10.733  -0.0001
H  3.699  -3.249  11.505  0.0000
H  3.110  -4.400  9.588  0.0000
H  2.156  -2.992  9.227  0.0001
H  1.189  -3.865  5.368  -0.0001
H  1.520  -2.693  6.621  0.0003
H  2.628  -1.945  3.822  0.0009
H  0.956  -1.500  4.237  0.0002
H  2.405  -0.972  5.139  0.0157
H  7.227  -4.252  7.182  0.0000
H  6.084  -4.768  8.423  0.0000
H  6.727  -6.613  6.080  0.0000
H  7.482  -6.603  7.603  0.0000
H  5.698  -6.984  7.526  0.0000

Atoms 1-6, force components in eV/Å:
O 0.3225 -1.1305 0.4881
P -2.7119 1.6565 1.5361
N 0.7582 1.8216 -0.6227
C -2.2305 -0.5170 -1.1720
C -0.2888 -0.5743 0.7392
N 0.9731 1.0473 -1.7014

***

2.
Molecular formula: C4H3N3
Method: DFT, ωB97M-V/def2-TZVPD

Values from the calculation:
HOMO (spin up / spin down) in hartree: -0.3458 / -0.3458
Frontier orbital gap (spin up / spin down) in eV: 8.367 / 8.368
Charge: 0
Energy relative to the best compared isomer or geometry (same formula, charge and spin) in kcal/mol: 132.8

Each line ends with the natural charge from an NBO analysis.
Atoms and positions in Å:
N  1.986  -0.105  -1.516  -0.3248
C  1.169  -0.087  -0.677  0.0976
C  0.653  -0.355  0.947  0.3569
N  -0.336  -1.368  0.937  -0.3930
C  -1.046  -0.882  -0.021  0.1002
C  -0.398  0.437  -0.283  -0.1456
N  -0.075  0.862  1.103  -0.5693
H  -1.871  -1.373  -0.530  0.2193
H  -0.643  1.211  -1.006  0.2783
H  0.562  1.660  1.047  0.3805

Atoms 1-6, force components in eV/Å:
N -0.6108 0.0211 0.6507
C 0.7326 -0.0262 -0.9054
C 0.1798 -0.0907 0.4938
N -0.1196 0.1327 -0.1777
C 0.0024 -0.1623 0.0386
C -0.4287 0.2285 -0.3493

***

3.
Molecular formula: CH3N3S
Method: DFT, ωB97M-V/def2-TZVPD

Values from the calculation:
HOMO in hartree: -0.3300
Frontier orbital gap in eV: 9.602
SMILES string: [H]/N=N/[H].N=C=S
Charge: 0
Energy relative to the best compared isomer or geometry (same formula, charge and spin) in kcal/mol: 17.3

Each line ends with the natural charge from an NBO analysis.
Atoms and positions in Å:
C  -1.194  -1.243  -1.797  0.1903
N  -1.375  -2.407  -1.468  -0.6934
N  1.617  2.222  1.507  -0.2989
N  1.115  1.150  1.878  -0.3296
S  -0.828  0.173  -2.229  0.0702
H  -2.268  -2.992  -1.510  0.4321
H  2.448  1.988  0.888  0.3102
H  0.486  1.109  2.732  0.3192

Atoms 1-6, force components in eV/Å:
C -0.9506 -3.6512 0.7610
N -1.4725 0.2872 -0.3540
N -0.0246 -0.5250 1.4601
N 1.4366 -1.1416 -0.0034
S 0.5068 1.9025 -0.4437
H 1.9212 1.4667 0.0448